No. 1
DFT (ωB97M-V/def2-TZVPD) results for an isolated molecule of C23H28N2O2S.

Properties
Structure (SMILES): CC(C)CCNC(=O)[C@H](CSCc1ccccc1)N1Cc2ccccc2C1=O
LUMO, eV: 0.51
HOMO-LUMO gap, eV: 9.049
ΔE to the lowest compared entry with this formula, charge and spin, kcal/mol: 0.3
DFT total energy, eV: -42217.9521

Structure (ORCA input):
```
! RIJCOSX wB97M-V def2-TZVPD def2/J DEFGRID3
* xyz 0 1
C -0.68 -2.48 -3.13
C 0.35 -1.45 -2.68
C 1.69 -1.72 -3.37
C -0.16 -0.04 -3.00
C 0.58 1.08 -2.24
N 0.31 1.02 -0.82
C -0.72 1.69 -0.28
O -1.38 2.53 -0.86
C -1.08 1.27 1.16
C 0.10 1.26 2.13
S 0.84 2.92 2.24
C 2.61 2.45 2.41
C 3.13 1.83 1.15
C 3.34 0.46 1.07
C 3.81 -0.10 -0.11
C 4.08 0.70 -1.20
C 3.86 2.07 -1.13
C 3.38 2.63 0.04
N -1.71 -0.04 1.09
C -3.15 -0.15 1.02
C -3.36 -1.61 0.75
C -4.52 -2.34 0.59
C -4.40 -3.70 0.32
C -3.16 -4.31 0.22
C -2.00 -3.58 0.38
C -2.11 -2.23 0.65
C -1.06 -1.21 0.83
O 0.15 -1.35 0.75
H -0.87 -2.39 -4.20
H -1.62 -2.34 -2.60
H -0.33 -3.49 -2.93
H 0.49 -1.55 -1.60
H 1.59 -1.65 -4.45
H 2.44 -1.00 -3.04
H 2.04 -2.72 -3.12
H -1.22 0.03 -2.74
H -0.06 0.15 -4.07
H 0.22 2.05 -2.59
H 1.66 1.01 -2.39
H 0.71 0.24 -0.31
H -1.83 1.98 1.52
H -0.25 0.97 3.13
H 0.87 0.57 1.80
H 3.11 3.40 2.63
H 2.69 1.79 3.26
H 3.16 -0.17 1.93
H 3.97 -1.17 -0.16
H 4.46 0.26 -2.11
H 4.06 2.69 -1.98
H 3.19 3.69 0.10
H -3.55 0.48 0.22
H -3.61 0.17 1.96
H -5.49 -1.87 0.66
H -5.30 -4.29 0.19
H -3.11 -5.37 0.01
H -1.02 -4.04 0.30
*
```

---

No. 2
DFT (ωB97M-V/def2-TZVPD) results for a cluster of 11 separate species, C39H65F3N3O11S3 in total in a non-equilibrium geometry.

Properties
LUMO, eV: -3.25
HOMO-LUMO gap, eV: 7.031
ΔE to the lowest compared entry with this formula, charge and spin, kcal/mol: 83.6
DFT total energy, eV: -109124.3206

Structure (ORCA input):
```
! RIJCOSX wB97M-V def2-TZVPD def2/J DEFGRID3
* xyz 1 1
C -15.16 -32.08 -1.38
C -15.29 -31.56 -2.76
O -16.44 -31.06 -3.13
N -14.18 -31.49 -3.59
H -13.49 -31.06 -3.02
H -13.53 -32.48 -3.42
C -14.20 -31.07 -4.93
H -14.07 -32.35 -1.26
H -15.60 -33.14 -1.23
H -15.41 -31.46 -0.61
H -15.00 -30.36 -5.10
H -14.50 -31.80 -5.68
H -13.33 -30.48 -5.49
C -11.19 -37.42 -2.38
C -12.35 -37.04 -3.19
O -12.34 -37.24 -4.48
N -13.48 -36.21 -2.60
H -13.28 -36.14 -1.67
H -13.38 -35.18 -3.16
C -14.74 -36.42 -3.20
H -11.56 -38.40 -2.02
H -11.09 -36.90 -1.50
H -10.26 -37.47 -2.99
H -15.00 -37.51 -2.81
H -14.71 -36.25 -4.27
H -15.36 -35.82 -2.73
C -9.67 -31.59 -4.22
C -9.67 -32.40 -2.95
O -8.57 -32.61 -2.41
N -10.92 -32.60 -2.22
H -11.42 -31.69 -2.13
H -11.44 -33.21 -2.82
C -10.86 -33.18 -0.83
H -9.96 -32.12 -5.05
H -8.86 -31.12 -4.29
H -10.45 -30.78 -3.97
H -9.93 -32.61 -0.26
H -10.73 -34.41 -0.76
H -11.70 -33.09 -0.38
O -12.97 -33.77 -3.35
H -13.06 -34.07 -4.20
O -12.31 -30.44 -2.20
H -12.19 -29.67 -1.71
F -11.52 -32.10 5.38
C -11.82 -31.38 4.24
C -12.68 -31.99 3.23
C -13.02 -31.42 2.02
C -12.55 -30.06 1.74
C -11.73 -29.47 2.74
C -11.34 -30.12 3.96
H -13.01 -33.00 3.64
H -13.67 -32.01 1.43
H -12.73 -29.53 0.82
H -11.13 -28.52 2.50
H -10.56 -29.75 4.47
F -6.18 -29.23 -2.63
C -7.33 -28.94 -3.12
C -7.51 -28.54 -4.53
C -8.75 -28.12 -5.01
C -9.88 -28.11 -4.16
C -9.74 -28.45 -2.74
C -8.52 -28.80 -2.31
H -6.54 -28.66 -5.24
H -8.86 -28.00 -6.03
H -10.92 -27.87 -4.44
H -10.62 -28.36 -2.02
H -8.30 -28.92 -1.26
F -1.97 -33.05 -6.04
C -3.25 -32.71 -5.66
C -3.89 -31.64 -6.22
C -5.18 -31.28 -5.86
C -5.78 -32.06 -4.81
C -5.15 -33.08 -4.14
C -3.81 -33.43 -4.55
H -3.51 -31.05 -6.99
H -5.52 -30.43 -6.36
H -6.73 -31.67 -4.51
H -5.52 -33.57 -3.29
H -3.46 -34.39 -4.15
C -9.44 -32.47 -9.98
C -8.30 -31.71 -10.70
C -7.64 -30.91 -9.72
S -8.67 -30.47 -8.36
O -9.33 -29.19 -8.53
O -8.12 -30.79 -7.04
C -9.89 -31.78 -8.63
H -9.00 -33.45 -9.83
H -10.20 -32.58 -10.41
H -8.73 -31.00 -11.30
H -7.73 -32.38 -11.37
H -7.14 -30.08 -9.97
H -6.96 -31.51 -9.46
H -10.89 -31.61 -8.83
H -10.01 -32.34 -7.81
C -7.05 -31.01 2.08
C -8.31 -30.27 1.64
C -8.06 -28.94 1.77
S -6.39 -28.48 1.41
O -5.74 -27.84 2.54
O -6.28 -27.96 0.14
C -5.81 -30.10 1.57
H -7.11 -32.01 1.63
H -6.90 -30.90 3.22
H -9.03 -30.73 2.15
H -8.58 -30.51 0.61
H -8.47 -28.51 2.69
H -8.60 -28.24 1.27
H -4.79 -30.07 2.01
H -5.65 -30.58 0.40
C -5.34 -36.84 0.53
C -5.33 -35.27 0.40
C -6.00 -35.02 -0.83
S -7.34 -36.14 -0.86
O -7.38 -36.80 -2.16
O -8.48 -35.54 -0.26
C -6.74 -37.33 0.26
H -5.16 -37.05 1.50
H -4.63 -37.16 -0.39
H -4.36 -34.76 0.40
H -6.08 -34.60 1.15
H -5.27 -35.08 -1.75
H -6.42 -33.98 -0.79
H -6.76 -38.26 -0.05
H -7.20 -37.33 1.21
*
```